Entry 1:
Below is a 2-piece molecular cluster, C3H5NO4 overall at a distorted geometry, with properties calculated with ωB97M-V/def2-TZVPD.

```
! wB97M-V def2-TZVPD RIJCOSX def2/J DEFGRID3
* xyz 0 1
C -1.1371 1.4739 0.4722
O -0.9836 0.1061 0.8169
C -1.1205 -0.8621 -0.1130
N -0.2731 -1.8033 0.0537
O -0.0092 -2.6143 -1.0768
H -0.6905 1.5179 -0.4503
H -0.5955 1.9933 1.1685
H -2.2783 1.8623 0.5222
H -1.6958 -0.8348 -0.9894
H 0.4137 -3.3488 -0.6729
O 2.2981 0.6201 -0.9238
C 2.8342 0.8119 0.0696
O 3.2376 1.0778 1.1233
*
```

Summary:
frontier orbital gap = 9.68 eV
strongest force on any atom = 4.5 eV Å⁻¹
total energy = -472.9461 hartree
highest occupied orbital energy = -0.3341 Ha

=====

Entry 2:
Below is C53H57CaGe2N2OS9 as an isolated structure, with properties calculated with ωB97M-V/def2-TZVPD.

```
! wB97M-V def2-TZVPD RIJCOSX def2/J DEFGRID3
* xyz -1 1
Ca -1.7431 -1.9755 0.6565
C -0.6736 -3.5389 4.8213
C 0.4893 -3.1531 3.9439
C 0.9227 -4.0011 2.9307
C 1.9908 -3.6666 2.1035
C 2.4906 -4.6679 1.0971
C 2.5966 -2.4116 2.2520
C 2.2129 -1.5689 3.3038
C 2.8787 -0.2370 3.5292
C 1.1730 -1.9602 4.1385
C 3.6589 -1.9838 1.2940
C 4.9928 -2.2262 1.6076
C 6.0026 -1.8550 0.7348
C 5.6793 -1.2370 -0.4600
C 4.3500 -0.9839 -0.7969
C 3.3298 -1.3482 0.0860
Ge 1.4071 -1.0482 -0.4031
S 0.3383 -2.7906 -1.0645
S 1.1353 0.7668 -1.7469
Ge -0.7000 1.1391 -0.4566
S -2.4601 0.0697 -1.0670
S 0.1959 -0.0619 1.3027
C -0.9521 3.0828 -0.0306
C -1.2074 3.5385 1.2698
C -1.3564 4.9068 1.4969
C -1.2692 5.8166 0.4592
C -1.0343 5.3659 -0.8280
C -0.8881 4.0069 -1.0849
C -0.6752 3.5495 -2.4878
C -1.7747 3.1934 -3.2790
C -3.1887 3.3569 -2.7885
C -1.5452 2.6886 -4.5548
C -0.2624 2.5625 -5.0672
C -0.0352 1.9399 -6.4189
C 0.8076 3.0011 -4.2986
C 0.6211 3.4979 -3.0173
C 1.7968 3.9495 -2.1927
C -1.3339 2.6475 2.4608
C -2.5742 2.1177 2.8246
C -3.8174 2.3783 2.0182
C -2.6733 1.3720 3.9981
C -1.5844 1.1832 4.8318
C -1.7274 0.4401 6.1341
C -0.3559 1.7180 4.4541
C -0.2123 2.4380 3.2789
C 1.1341 2.9737 2.8705
C 4.0847 -0.3354 -2.1140
C 4.2037 1.0511 -2.2487
C 4.4722 1.9190 -1.0499
C 4.0094 1.6293 -3.4973
C 3.7016 0.8636 -4.6107
C 3.4864 1.4937 -5.9618
C 3.5936 -0.5133 -4.4590
C 3.7826 -1.1289 -3.2291
C 3.6709 -2.6255 -3.1038
H -0.7271 -4.6213 4.9412
H -1.6177 -3.2068 4.3808
H -0.5859 -3.0879 5.8095
H 0.4350 -4.9621 2.7962
H 2.3779 -5.6811 1.4861
H 3.5388 -4.4969 0.8567
H 1.9162 -4.5916 0.1719
H 3.8990 -0.2255 3.1506
H 2.8890 0.0081 4.5922
H 2.3177 0.5441 3.0083
H 0.8806 -1.2961 4.9446
H 5.2301 -2.7165 2.5452
H 7.0386 -2.0505 0.9842
H 6.4588 -0.9458 -1.1552
H -1.5615 5.2470 2.5058
H -1.3992 6.8745 0.6534
H -0.9702 6.0685 -1.6514
H -3.2673 4.1624 -2.0597
H -3.5292 2.4372 -2.3087
H -3.8568 3.5694 -3.6240
H -2.3956 2.3825 -5.1557
H -0.8600 2.1603 -7.0974
H 0.0339 0.8538 -6.3172
H 0.8922 2.2977 -6.8673
H 1.8163 2.9307 -4.6943
H 2.7056 3.9642 -2.7947
H 1.9527 3.2624 -1.3572
H 1.6273 4.9440 -1.7775
H -3.7265 3.2832 1.4183
H -4.6823 2.4713 2.6762
H -4.0095 1.5504 1.3345
H -3.6344 0.9491 4.2685
H -2.7725 0.3889 6.4384
H -1.1542 0.9289 6.9235
H -1.3599 -0.5832 6.0413
H 0.5096 1.5747 5.0950
H 1.9006 2.6900 3.5919
H 1.1168 4.0615 2.7860
H 1.4158 2.5784 1.8901
H 3.5596 2.0087 -0.4519
H 4.7754 2.9207 -1.3558
H 5.2428 1.4927 -0.4085
H 4.0940 2.7072 -3.5975
H 3.6427 2.5718 -5.9228
H 2.4696 1.3027 -6.3105
H 4.1751 1.0730 -6.6970
H 3.3562 -1.1249 -5.3241
H 3.6359 -3.0930 -4.0875
H 2.7595 -2.9003 -2.5663
H 4.5147 -3.0360 -2.5466
C -5.5728 -5.9018 2.1622
S -6.1572 -4.4717 3.1309
C -6.2153 -3.2672 1.8659
C -5.2718 -2.3096 1.6559
S -3.8786 -2.0346 2.6047
S -5.6679 -1.2294 0.3055
C -7.0834 -2.0387 -0.2720
S -7.8476 -1.6556 -1.6800
S -7.6097 -3.2967 0.7897
H -5.5465 -6.7497 2.8444
H -4.5743 -5.6930 1.7808
H -6.2692 -6.1084 1.3507
N -3.0078 -2.9735 -2.2951
C -3.5555 -3.5925 -1.2341
N -4.7287 -4.2467 -1.4645
O -3.0105 -3.6524 -0.1153
H -3.5498 -2.8013 -3.1223
H -2.1586 -2.4352 -2.1637
H -5.3056 -3.9611 -2.2391
H -5.2221 -4.5600 -0.6471
*
```

Summary:
frontier orbital gap = 7.15 eV
strongest force on any atom = 0.8 eV Å⁻¹
total energy = -10654.2691 hartree
highest occupied orbital energy = -0.1869 Ha

=====

Entry 3:
Below is one molecule with the formula C5H10O2, with properties calculated with ωB97M-V/def2-TZVPD.

```
! wB97M-V def2-TZVPD RIJCOSX def2/J DEFGRID3
* xyz 0 1
C -1.6149 -0.4406 -0.5020
C -0.6688 0.1150 0.5681
C 0.2581 1.2716 0.0799
O -0.1425 2.0776 -0.9931
C 1.3975 0.2550 -0.1219
C 0.6243 -0.7102 0.7964
O 0.5416 -2.0607 0.4102
H -1.8631 0.3207 -1.2522
H -2.5654 -0.7501 -0.0585
H -1.1845 -1.3090 -1.0081
H -1.2276 0.3461 1.4806
H 0.4822 1.9604 0.8990
H -0.4291 1.4892 -1.7026
H 2.4174 0.5427 0.1512
H 1.3884 -0.1316 -1.1480
H 0.9549 -0.6251 1.8419
H 1.4389 -2.4165 0.4125
*
```

Summary:
frontier orbital gap = 10.83 eV
strongest force on any atom = 0.3 eV Å⁻¹
total energy = -346.9551 hartree
highest occupied orbital energy = -0.3675 Ha

=====

Entry 4:
Below is a 3-piece molecular cluster, C6H11NO overall, with properties calculated with ωB97M-V/def2-TZVPD.

```
! wB97M-V def2-TZVPD RIJCOSX def2/J DEFGRID3
* xyz 0 1
C 1.5465 1.7035 0.6222
N 0.8196 1.8990 -0.4575
O 0.7418 1.4130 1.6765
C 2.6648 -0.9660 0.4069
C 2.4136 -2.1336 0.3163
H 1.3112 1.1460 2.4156
H 2.7938 0.1156 0.4642
H 1.2703 2.0889 -1.3355
H -0.1992 1.8618 -0.4505
H 2.2648 -3.1680 0.1878
C -1.7208 -0.7103 0.6710
C -2.1648 -0.1849 -0.6523
C -1.4619 -0.2703 -1.7670
H -3.1562 0.2540 -0.6675
H -0.7260 -1.1469 0.5974
H -1.6956 0.0976 1.4022
H -2.4330 -1.4417 1.0553
H -0.4621 -0.6806 -1.7760
H -1.8068 0.1228 -2.7088
*
```

Summary:
frontier orbital gap = 9.78 eV
strongest force on any atom = 0.7 eV Å⁻¹
total energy = -365.0555 hartree
highest occupied orbital energy = -0.3248 Ha

=====

Entry 5:
Below is B2F8Rb as an isolated structure at a distorted geometry, with properties calculated with ωB97M-V/def2-TZVPD.

```
! wB97M-V def2-TZVPD RIJCOSX def2/J DEFGRID3
* xyz -1 1
Rb -23.0481 -4.0602 -7.5570
B -24.9134 -5.4817 -10.3652
F -25.3121 -5.2952 -9.0873
F -25.8498 -5.1475 -11.2705
F -23.9578 -4.5783 -10.5633
F -24.4642 -6.7543 -10.5793
B -22.9892 -6.9825 -6.2522
F -23.5759 -6.2542 -5.2567
F -22.8819 -8.2776 -5.8493
F -23.6749 -6.9614 -7.4132
F -21.7089 -6.4751 -6.4947
*
```

Summary:
frontier orbital gap = 9.54 eV
strongest force on any atom = 5.1 eV Å⁻¹
total energy = -873.3151 hartree
highest occupied orbital energy = -0.2896 Ha